1.
Entry from the OMol25 dataset: a 2-piece molecular cluster, C5H15N2O overall (wB97M-V/def2-TZVPD).

Cartesian coordinates (Å):
N 4.6187 0.0141 0.0494
C -1.1706 0.3577 0.9861
C 0.0341 -0.3690 0.7493
C 0.9735 0.2916 -0.3572
O 1.9446 -0.6581 -0.6505
C -2.5005 -0.2094 1.0537
N -3.2699 0.2796 -0.1220
C -2.7595 -0.1537 -1.4444
H 4.7212 0.1242 1.0516
H 5.1465 -0.8112 -0.2081
H 5.0491 0.8108 -0.4049
H -1.0138 1.3782 1.3673
H 0.5556 -0.3831 1.7075
H -0.1461 -1.3672 0.3620
H 1.4145 1.2085 0.0284
H 0.3835 0.4813 -1.2477
H 2.8204 -0.2634 -0.4158
H -2.4411 -1.2984 1.0333
H -3.0454 0.1110 1.9437
H -3.2583 1.2950 -0.0651
H -2.9643 0.6010 -2.1971
H -1.7233 -0.4568 -1.4157
H -3.3690 -0.9829 -1.8038

2S+1: 1
DFT total energy: -383.9101 Eh
Orbital gap: 7.2 eV
Net charge: +1

***

2.
Entry from the OMol25 dataset: an isolated ion of composition C5H15N2O and charge +1 (wB97M-V/def2-TZVPD).

Cartesian coordinates (Å):
C 1.4604 0.8667 -2.2266
N 0.9839 -0.5278 -2.0545
C 0.5238 -1.0279 -0.8221
C -0.5043 -0.0153 -0.1695
N -1.7552 0.0612 -1.1551
C -1.1216 -0.1683 1.3250
C -0.3357 0.6747 2.4268
O 0.8354 -0.0898 2.7378
H 0.6320 1.6699 -2.4396
H 2.1310 1.1769 -1.3937
H 1.8316 0.7967 -3.2729
H 1.7049 -1.1494 -2.5620
H 1.3051 -1.2385 0.0224
H 0.2206 -2.0837 -1.0206
H -0.1875 1.0840 -0.3317
H -2.1959 0.9478 -0.8274
H -2.2899 -0.8513 -1.0591
H -1.3768 0.0942 -2.0402
H -2.1676 0.1166 1.3045
H -1.1218 -1.2117 1.7772
H -0.8368 1.0411 3.3159
H 0.0787 1.7054 2.1096
H 0.8531 -0.0923 3.7807

2S+1: 1
DFT total energy: -383.9265 Eh
Orbital gap: 9.5 eV
Net charge: +1
SMILES string: CNC[C@@H]([NH3+])CCO